The following is a DFT calculation (ωB97M-V/def2-TZVPD) of a cluster of 8 separate species, C36H59N2O23 in total at a distorted geometry.

Calculated values
**Multiplicity**: 2
**Net charge**: 0
**Frontier orbital gap (alpha / beta)**: 8.17 / 8.17 eV
**E_HOMO (alpha / beta)**: -8.17 / -8.17 eV
**Lowest unoccupied orbital energy (alpha / beta)**: -0.0007 / -0.0007 eV

Atoms and positions in Å:
C: -1.56430 -0.50478 -1.22987
C: -0.85390 0.02280 -2.50163
C: -1.43857 -0.55140 -3.82110
C: -0.37622 -1.07068 -4.83009
N: -0.17781 -0.24659 -6.02084
C: -0.69574 -0.76113 -7.29232
C: -0.34112 0.30747 -8.38813
C: 1.03754 0.96653 -8.17192
O: 0.99395 2.19134 -7.44600
C: -2.25921 -0.85309 -7.28244
C: -2.84201 -2.24154 -7.55100
C: -4.34545 -2.04364 -7.87489
C: -2.75307 -3.18402 -6.34622
N: -2.19485 -2.79259 -8.77176
O: -2.83247 -3.80817 -9.24450
C: -0.73187 -3.04050 -8.67281
C: -0.41502 -4.50805 -8.29845
C: -0.17897 -2.85171 -10.10587
C: 0.01142 -2.07173 -7.69491
H: -2.20172 0.24987 -0.77767
H: -2.19296 -1.37304 -1.43544
H: -0.79659 -0.80798 -0.51848
H: -1.01827 1.10182 -2.51792
H: 0.22049 -0.14849 -2.45927
H: -2.06264 0.21618 -4.28314
H: -2.08453 -1.39417 -3.56341
H: -0.60162 -2.10298 -5.08263
H: 0.57556 -1.09624 -4.28730
H: -0.50140 0.69447 -5.85440
H: -1.06720 1.12371 -8.34972
H: -0.28960 -0.14821 -9.37330
H: 1.72948 0.28284 -7.67632
H: 1.46613 1.20901 -9.14947
H: 0.10224 2.36365 -7.14029
H: -2.63475 -0.21092 -8.08352
H: -2.69695 -0.48322 -6.35667
H: -4.74324 -1.31782 -7.16313
H: -4.88031 -2.97539 -7.70243
H: -4.48523 -1.71974 -8.90270
H: -3.47727 -3.99400 -6.40367
H: -3.01924 -2.59654 -5.46216
H: -1.75246 -3.56605 -6.15718
H: 0.59333 -4.57362 -7.89036
H: -0.41947 -5.11609 -9.20260
H: -1.15825 -4.94352 -7.63636
H: -0.61092 -3.65409 -10.71078
H: 0.90073 -2.98616 -10.14488
H: -0.50481 -1.91508 -10.55588
H: 0.92574 -1.76861 -8.20684
H: 0.34495 -2.64301 -6.82911
C: 1.29531 1.70274 1.80674
C: 1.48652 0.44858 2.62437
O: 0.13548 0.08685 2.95836
C: -0.68209 0.63802 2.04028
O: -1.84246 0.38804 1.93091
O: -0.00997 1.49848 1.24319
H: 2.03776 1.81285 1.01982
H: 1.27543 2.60144 2.41956
H: 1.92169 -0.35085 2.04023
H: 2.07339 0.60287 3.52288
C: -2.61118 -1.65636 -13.52459
C: -3.58535 -0.57835 -13.09835
O: -2.81912 0.16390 -12.14567
C: -1.50594 -0.03455 -12.41011
O: -0.61145 0.55585 -11.89930
O: -1.34602 -1.01593 -13.33032
H: -2.72759 -1.95758 -14.56242
H: -2.65972 -2.53950 -12.88453
H: -3.86157 0.08491 -13.92023
H: -4.48698 -0.97085 -12.63544
C: 3.51058 1.96786 7.12956
C: 2.47423 2.73844 7.91055
O: 1.60595 3.22483 6.87851
C: 1.73163 2.41309 5.80755
O: 1.02375 2.43801 4.85077
O: 2.76748 1.55644 5.96961
H: 3.90045 1.10567 7.66355
H: 4.34241 2.59669 6.80904
H: 1.89495 2.09551 8.57784
H: 2.89503 3.56004 8.48056
C: 0.06526 6.16177 10.58703
C: -0.47701 6.44947 9.20227
O: 0.71799 6.54139 8.42235
C: 1.69043 5.85018 9.05190
O: 2.74831 5.58625 8.57890
O: 1.29348 5.48471 10.29639
H: -0.58543 5.52702 11.18307
H: 0.29078 7.07129 11.14624
H: -1.08738 5.63306 8.81240
H: -1.03975 7.37719 9.14330
C: 2.86431 1.36668 12.98214
C: 2.28888 1.62212 11.60706
O: 3.46240 1.70742 10.79267
C: 4.46211 1.03172 11.41680
O: 5.50837 0.77515 10.91706
O: 4.09485 0.69315 12.67153
H: 2.23702 0.74488 13.60339
H: 3.09190 2.28861 13.51716
H: 1.67317 0.79293 11.24966
H: 1.71732 2.54543 11.54529
C: 2.76826 -4.00724 0.96751
C: 3.77515 -4.05058 -0.16273
O: 3.62221 -2.75772 -0.75574
C: 3.11207 -1.92082 0.17685
O: 3.01845 -0.74295 0.04853
O: 2.71978 -2.61080 1.27398
H: 3.07416 -4.57597 1.84152
H: 1.77409 -4.33230 0.65648
H: 4.80121 -4.15344 0.19488
H: 3.57071 -4.82868 -0.89330
C: -2.09906 -0.16739 15.60094
C: -2.38209 0.63637 14.34940
O: -1.31683 1.59476 14.35775
C: -0.29509 1.08387 15.08438
O: 0.79436 1.55875 15.14286
O: -0.67842 -0.03980 15.72740
H: -2.37912 -1.21364 15.51494
H: -2.56919 0.25923 16.48829
H: -2.30691 0.03608 13.44114
H: -3.34492 1.13966 14.36719

Force components x, y, z for each atom (eV/Å):
C 0.5 0.0 -0.3
C -1.0 0.1 -0.2
C 0.4 -0.2 0.2
C 0.1 0.7 0.6
N 0.3 -0.9 -0.2
C -0.6 1.0 -0.4
C 1.2 0.1 1.1
C -0.1 0.0 -0.5
O 0.1 0.0 0.2
C 0.4 -0.7 -0.6
C -1.1 0.7 -0.3
C 0.5 -0.4 0.5
C 0.1 0.4 0.4
N -0.1 -1.5 1.5
O 0.1 0.5 -0.6
C 1.2 0.4 -0.8
C -0.2 0.1 -0.4
C -0.7 -0.5 -0.1
C -0.3 0.0 0.0
H 0.1 0.0 0.2
H 0.1 -0.1 -0.1
H -0.3 0.1 0.3
H 0.4 0.1 0.0
H 0.0 -0.1 0.1
H -0.1 -0.1 -0.1
H -0.1 0.1 0.0
H 0.0 0.1 -0.3
H 0.0 -0.1 0.0
H 0.0 0.0 0.0
H -0.2 -0.1 -0.4
H -0.6 0.0 -0.1
H -0.1 0.0 0.1
H -0.1 0.0 0.0
H -0.1 0.0 -0.1
H -0.1 0.0 0.0
H 0.2 0.0 0.1
H -0.1 0.1 -0.2
H -0.1 0.0 -0.3
H -0.1 0.1 0.0
H 0.2 -0.2 -0.2
H -0.1 0.0 0.0
H 0.0 -0.1 -0.1
H -0.1 0.0 0.2
H -0.1 0.0 0.0
H 0.2 0.0 0.2
H 0.0 0.1 -0.1
H 0.0 0.3 0.1
H 0.3 0.2 0.1
H 0.1 -0.1 0.1
H -0.2 0.1 0.1
C 0.2 0.1 0.0
C 0.2 0.0 0.1
O 0.1 0.1 -0.1
C -0.1 -0.1 0.0
O 0.0 0.0 0.1
O 0.0 0.0 0.1
H -0.2 -0.1 -0.1
H -0.1 0.0 0.1
H 0.0 -0.1 -0.1
H -0.2 0.1 0.1
C -0.1 -0.2 0.0
C -0.2 0.0 -0.1
O 0.1 0.0 0.0
C 0.1 -0.1 0.0
O 0.0 0.1 0.1
O -0.1 0.0 0.0
H 0.1 0.1 0.0
H 0.0 0.0 0.0
H 0.0 0.0 0.0
H 0.1 0.1 0.1
C 0.1 0.0 0.1
C 0.1 -0.1 0.4
O 0.0 -0.1 0.0
C -0.1 0.0 0.0
O 0.0 0.1 0.1
O 0.0 0.1 0.0
H -0.1 -0.1 -0.1
H 0.0 0.0 0.0
H 0.0 -0.1 -0.1
H -0.1 -0.1 -0.2
C -0.1 0.0 0.1
C -0.2 0.0 0.0
O 0.0 0.0 0.1
C 0.0 0.1 -0.2
O 0.0 0.3 0.1
O 0.0 0.0 0.0
H 0.1 -0.1 0.0
H 0.0 0.0 0.0
H 0.0 0.0 0.0
H 0.1 0.1 -0.1
C 0.1 0.0 0.0
C -0.2 0.1 0.0
O 0.0 0.0 0.0
C 0.1 -0.1 0.0
O 0.0 0.0 0.0
O 0.0 0.1 -0.1
H 0.1 -0.2 0.1
H 0.0 0.0 0.0
H 0.0 0.0 0.0
H 0.1 0.1 -0.1
C -0.1 -0.2 0.0
C 0.1 -0.2 0.0
O 0.0 0.0 0.1
C 0.0 0.1 -0.1
O 0.0 -0.1 0.0
O 0.0 0.0 0.0
H 0.0 0.1 0.1
H 0.0 0.0 0.0
H 0.0 0.0 0.0
H 0.0 0.1 -0.1
C -0.2 -0.1 0.1
C -0.2 -0.1 -0.1
O 0.0 -0.1 0.0
C 0.1 0.0 0.1
O -0.2 0.0 0.0
O 0.0 0.0 0.0
H 0.2 0.0 0.0
H 0.0 0.0 0.0
H 0.0 0.0 0.0
H 0.1 0.1 0.0